C34H43Cl2O2SSeTi | ωB97M-V/def2-TZVPD

```
! RIJCOSX wB97M-V def2-TZVPD def2/J DEFGRID3
* xyz 0 2
Ti -0.040 -0.925 0.361
C 2.299 0.700 -6.738
C 1.597 -0.637 -6.469
C 0.173 -0.587 -7.040
C 2.366 -1.740 -7.198
C 1.528 -0.881 -4.962
C 0.833 0.007 -4.153
C 0.745 -0.212 -2.789
Se -0.327 0.957 -1.706
C -2.019 0.093 -2.019
C -2.649 0.215 -3.253
C -3.833 -0.455 -3.492
C -4.364 -1.224 -2.448
C -3.776 -1.358 -1.203
C -2.555 -0.680 -0.995
O -1.882 -0.788 0.171
C -4.368 -2.237 -0.103
C -4.661 -1.412 1.163
C -5.683 -2.876 -0.556
C -3.380 -3.370 0.217
C -4.570 -0.391 -4.828
C -5.977 0.186 -4.613
C -4.683 -1.806 -5.413
C -3.840 0.488 -5.843
C 1.370 -1.300 -2.176
O 1.281 -1.452 -0.840
C 2.080 -2.216 -2.969
C 2.133 -1.972 -4.339
C 2.754 -3.442 -2.343
C 3.801 -2.998 -1.310
C 3.471 -4.293 -3.394
C 1.700 -4.336 -1.669
H 2.346 0.893 -7.812
H 3.318 0.686 -6.346
H 1.771 1.533 -6.271
H 0.203 -0.427 -8.120
H -0.407 0.226 -6.599
H -0.355 -1.522 -6.843
H 2.378 -1.526 -8.268
H 1.899 -2.716 -7.058
H 3.402 -1.800 -6.859
H 0.347 0.877 -4.577
H -2.191 0.831 -4.015
H -5.300 -1.736 -2.630
H -5.261 -0.534 0.916
H -3.749 -1.085 1.653
H -5.232 -2.019 1.868
H -6.422 -2.127 -0.850
H -6.098 -3.455 0.269
H -5.530 -3.566 -1.391
H -2.435 -2.976 0.588
H -3.190 -3.973 -0.673
H -3.790 -4.020 0.993
H -6.562 -0.427 -3.927
H -6.515 0.232 -5.563
H -5.921 1.195 -4.200
H -5.232 -2.474 -4.748
H -3.692 -2.234 -5.577
H -5.209 -1.777 -6.370
H -3.751 1.519 -5.494
H -4.400 0.501 -6.780
H -2.841 0.105 -6.059
H 2.673 -2.674 -4.955
H 4.567 -2.381 -1.785
H 4.289 -3.876 -0.882
H 3.347 -2.432 -0.500
H 4.259 -3.735 -3.904
H 2.779 -4.684 -4.143
H 3.938 -5.145 -2.898
H 1.209 -3.829 -0.841
H 2.182 -5.234 -1.276
H 0.941 -4.646 -2.391
Cl 0.832 0.609 2.071
C 1.075 -0.346 3.541
C 1.545 0.347 4.638
C 1.752 -0.351 5.814
C 1.485 -1.710 5.855
C 1.015 -2.368 4.732
Cl 0.704 -4.065 4.859
C 0.784 -1.710 3.510
S 0.185 -2.576 2.115
H 1.741 1.407 4.568
H 2.118 0.159 6.694
H 1.638 -2.278 6.762
*
```

Results
HOMO energy (spin up / spin down), eV: -8.1 / -8.1
LUMO level (spin up / spin down), hartree: 0.013 / 0.008
Energy, eV: -164397.335
Energy relative to the best compared isomer or geometry (same formula, charge and spin), eV: 0.000


C5H32N3O11 | ωB97M-V/def2-TZVPD

```
! RIJCOSX wB97M-V def2-TZVPD def2/J DEFGRID3
* xyz 1 1
C 1.159 0.054 0.222
C -0.290 -0.441 0.202
C -0.650 -1.664 -0.546
C 0.158 -2.762 -0.763
N -0.699 -3.745 -1.370
C -1.899 -3.231 -1.430
N -1.905 -1.901 -0.976
N 1.206 1.296 1.090
H 1.725 0.343 -0.659
H 1.704 -0.883 0.582
H -0.579 -0.506 1.286
H -0.951 0.478 0.132
H 1.254 -2.787 -0.787
H -2.794 -3.598 -1.936
H -2.641 -1.200 -1.022
H 0.395 1.382 1.676
H 2.076 1.378 1.641
H 1.213 2.084 0.418
H 1.296 -1.760 -3.858
H -0.079 -1.783 -4.440
O 0.395 -1.556 -3.615
H -4.527 -0.256 -1.998
H -3.830 0.793 -1.083
O -3.699 0.058 -1.665
H -0.893 3.544 -1.990
H -2.016 4.350 -1.471
O -1.106 4.141 -1.266
H 2.220 2.168 -2.253
H 3.484 1.884 -1.443
O 2.584 2.178 -1.363
H -1.526 1.722 -4.412
H -0.794 0.964 -3.132
O -0.761 1.595 -3.852
H -1.080 1.145 3.217
H -1.691 2.667 3.241
O -1.443 1.882 2.743
H 0.223 -3.485 1.996
H 1.607 -2.873 2.311
O 0.634 -2.826 2.575
H -0.294 -1.274 3.357
H -1.499 -1.451 4.245
O -1.281 -1.200 3.349
H 1.006 4.583 0.795
H 0.667 3.927 -0.428
O 1.197 3.720 0.393
H 2.989 -3.111 0.406
H 3.552 -1.719 0.199
O 3.303 -2.340 0.891
H 1.060 0.195 4.367
H 0.857 -0.545 2.998
O 0.961 0.368 3.431
*
```

Results
HOMO energy, eV: -10.9
LUMO level, hartree: -0.092
Energy, eV: -32690.336
Energy relative to the best compared isomer or geometry (same formula, charge and spin), eV: 2.053


C4H7NO | ωB97M-V/def2-TZVPD

```
! RIJCOSX wB97M-V def2-TZVPD def2/J DEFGRID3
* xyz 0 1
C 0.797 1.010 0.454
O 0.991 0.623 -0.868
C 0.030 -0.203 -1.368
C -1.112 -0.416 -0.112
N -0.262 -1.195 0.668
C -0.307 0.155 0.988
H 0.528 2.068 0.476
H 1.753 0.874 0.970
H -0.566 0.296 -2.088
H 0.568 -1.030 -1.850
H -2.155 -0.704 0.071
H 0.460 -1.848 0.715
H -0.716 0.342 1.959
*
```

Results
HOMO energy, eV: -8.1
LUMO level, hartree: 0.041
Energy, eV: -7795.243
Energy relative to the best compared isomer or geometry (same formula, charge and spin), eV: 4.402


C45H45N4O6PPt | ωB97M-V/def2-TZVPD

```
! RIJCOSX wB97M-V def2-TZVPD def2/J DEFGRID3
* xyz 2 5
Pt 0.673 1.354 0.686
C 4.080 0.708 3.491
C 2.756 0.849 3.025
N 2.474 1.143 1.762
C 3.555 1.347 0.895
C 4.889 1.175 1.301
C 5.156 0.939 2.644
C 5.919 1.350 0.352
C 5.650 1.568 -1.007
C 4.295 1.674 -1.441
C 3.882 1.657 -2.768
C 2.545 1.616 -3.128
C 1.625 1.442 -2.141
N 1.979 1.568 -0.811
C 3.257 1.595 -0.456
H 4.179 0.449 4.547
H 1.967 0.887 3.681
H 6.156 0.967 3.012
H 6.922 1.477 0.767
H 6.449 1.664 -1.713
H 4.600 1.513 -3.542
H 2.246 1.646 -4.149
H 0.512 1.301 -2.296
N -0.291 0.829 2.313
P -1.655 1.523 2.677
C -2.780 0.186 2.895
C -4.045 0.159 2.331
C -4.794 -0.985 2.528
C -4.285 -2.136 3.131
C -3.009 -2.077 3.691
C -2.309 -0.820 3.671
C -2.293 2.629 1.404
C -3.240 3.605 1.716
C -3.708 4.398 0.649
C -3.330 4.225 -0.637
C -2.337 3.277 -0.980
C -1.846 2.500 0.098
C -1.673 2.384 4.218
C -2.537 2.081 5.285
C -2.378 2.623 6.550
C -1.212 3.425 6.825
C -0.435 3.864 5.727
C -0.802 3.434 4.456
H -4.475 0.964 1.749
H -5.762 -1.041 2.067
H -4.863 -3.061 3.193
H -2.690 -2.959 4.289
H -1.436 -0.696 4.365
H -3.565 3.781 2.718
H -4.513 5.076 0.946
H -3.708 4.931 -1.382
H -1.925 3.266 -2.029
H -0.911 1.837 -0.083
H -3.407 1.472 5.120
H -3.232 2.552 7.295
H -0.906 3.781 7.847
H 0.446 4.540 5.869
H -0.417 3.957 3.589
O 0.773 -2.098 -5.149
C 1.123 -1.648 -4.063
O 1.012 -0.436 -3.579
C 1.780 -2.656 -3.078
C 1.735 -2.542 -1.710
C 2.744 -3.088 -0.910
C 3.663 -3.987 -1.459
C 3.512 -4.260 -2.815
C 2.624 -3.638 -3.684
N 4.229 -5.384 -3.270
O 4.245 -5.576 -4.518
O 4.866 -6.081 -2.423
H 0.881 -1.992 -1.253
H 2.793 -2.925 0.198
H 4.355 -4.571 -0.850
H 2.534 -3.766 -4.749
C -0.238 -7.184 0.026
C -1.635 -6.748 0.439
C -1.493 -6.487 1.987
O -0.073 -6.752 2.331
C 0.376 -7.730 1.343
H 0.447 -6.449 -0.333
H -0.169 -8.014 -0.706
H -2.410 -7.487 0.220
H -1.994 -5.872 -0.097
H -2.095 -7.274 2.566
H -1.779 -5.554 2.361
H -0.042 -8.721 1.542
H 1.442 -7.784 1.511
C -1.583 1.250 -4.307
C -1.038 2.559 -4.930
O -2.076 3.623 -4.738
C -1.851 4.718 -5.617
C -3.041 5.648 -5.559
H -0.737 0.474 -4.273
H -2.477 0.892 -4.887
H -1.982 1.399 -3.322
H -0.827 2.422 -5.964
H -0.137 2.942 -4.453
H -1.809 4.268 -6.643
H -0.909 5.294 -5.320
H -4.067 5.096 -5.606
H -3.111 6.391 -6.383
H -3.006 6.314 -4.684
*
```

Results
HOMO energy (spin up / spin down), eV: -12.7 / -12.7
LUMO level (spin up / spin down), hartree: -0.232 / -0.324
Energy, eV: -78150.019
Energy relative to the best compared isomer or geometry (same formula, charge and spin), eV: 1.657


C12H11NO3 | ωB97M-V/def2-TZVPD

```
! RIJCOSX wB97M-V def2-TZVPD def2/J DEFGRID3
* xyz 0 1
O -3.642 -4.267 -0.579
N -2.530 -4.284 -1.186
O -2.166 -5.179 -1.853
C -1.658 -3.255 -0.899
C -0.526 -2.842 -1.479
C -0.223 -1.653 -0.732
C 0.857 -0.664 -0.958
C 0.803 0.534 -0.216
C -0.140 0.642 0.822
C -1.054 -0.339 1.118
C -1.137 -1.408 0.221
O -1.936 -2.449 0.226
C -0.173 1.923 1.623
C 0.642 3.116 0.965
C 2.042 2.611 0.475
C 1.801 1.608 -0.615
H -0.007 -3.349 -2.401
H 1.519 -0.783 -1.836
H -1.835 -0.362 1.832
H -1.152 2.286 1.913
H 0.319 1.591 2.620
H 0.679 3.942 1.799
H 0.119 3.510 0.063
H 2.560 2.325 1.420
H 2.554 3.432 0.049
H 1.499 2.109 -1.561
H 2.787 1.204 -0.832
*
```

Results
HOMO energy, eV: -9.0
LUMO level, hartree: -0.030
Energy, eV: -20250.536
Energy relative to the best compared isomer or geometry (same formula, charge and spin), eV: 0.000


C3H6BrN2S | ωB97M-V/def2-TZVPD

```
! RIJCOSX wB97M-V def2-TZVPD def2/J DEFGRID3
* xyz 1 3
C -0.860 0.037 -0.881
C 0.527 -1.542 0.653
C 1.000 -0.247 1.387
N 0.498 0.823 0.978
N -0.452 1.495 -1.291
S 0.386 -1.380 -1.112
Br -2.509 -0.381 -0.173
H 1.183 -2.397 0.824
H -0.509 -1.669 1.091
H 1.813 -0.170 2.110
H -1.238 2.056 -1.171
H 0.156 1.617 -2.109
H 0.006 1.758 -0.306
*
```

Results
HOMO energy (spin up / spin down), eV: -12.6 / -13.9
LUMO level (spin up / spin down), hartree: -0.136 / -0.221
Energy, eV: -87054.327
Energy relative to the best compared isomer or geometry (same formula, charge and spin), eV: 0.000


C21H24B11Br6Cl2N3O2SV | ωB97M-V/def2-TZVPD

```
! RIJCOSX wB97M-V def2-TZVPD def2/J DEFGRID3
* xyz 2 4
V -1.061 -0.939 -1.011
Br 1.355 -1.729 -0.371
B 2.282 -0.290 -1.407
B 4.045 -0.068 -1.588
C 3.954 1.583 -2.006
B 2.981 1.196 -0.683
B 2.601 2.607 -1.871
B 3.423 2.218 -3.514
B 4.319 0.558 -3.342
B 3.090 -0.713 -2.992
Br 3.167 -2.549 -3.579
B 2.708 0.682 -4.170
Br 2.389 0.316 -6.033
B 1.658 1.930 -3.268
Br 0.208 2.870 -4.136
B 1.434 1.297 -1.573
Br -0.322 1.526 -0.644
B 1.516 0.163 -2.943
Br -0.134 -0.805 -3.454
H 4.913 -0.607 -1.001
H 3.086 1.072 -2.375
H 3.174 1.425 0.456
H 2.582 3.711 -1.458
H 3.942 3.087 -4.114
H 5.381 0.431 -3.831
Cl -2.586 -5.592 -1.911
C -3.393 -4.177 -2.348
C -4.586 -4.212 -3.051
C -5.237 -3.041 -3.419
Cl -6.682 -3.142 -4.287
C -4.704 -1.741 -3.084
C -5.284 -0.510 -3.436
C -4.653 0.654 -3.068
C -3.458 0.595 -2.347
N -2.906 -0.559 -1.997
C -3.515 -1.708 -2.366
C -2.811 -2.920 -1.985
O -1.717 -2.815 -1.365
H -5.015 -5.166 -3.324
H -6.208 -0.485 -3.998
H -5.062 1.618 -3.333
H -2.931 1.497 -2.065
C -3.492 0.397 5.411
C -2.966 1.731 4.895
C -1.702 1.602 4.061
N -2.005 0.843 2.832
C -1.265 -0.043 2.228
S -2.051 -1.135 1.092
N 0.031 -0.233 2.535
C 0.988 0.808 2.817
O 0.672 1.955 2.652
C 2.324 0.322 3.210
C 3.355 1.261 3.232
C 4.635 0.871 3.581
C 4.889 -0.454 3.914
C 3.862 -1.389 3.913
C 2.579 -1.005 3.564
H -4.379 0.543 6.025
H -2.743 -0.106 6.024
H -3.770 -0.280 4.599
H -2.727 2.390 5.731
H -3.731 2.255 4.313
H -0.932 1.048 4.602
H -1.288 2.567 3.778
H -2.955 0.920 2.494
H 0.423 -1.107 2.213
H 3.136 2.289 2.976
H 5.435 1.598 3.598
H 5.890 -0.758 4.188
H 4.059 -2.413 4.198
H 1.784 -1.739 3.616
*
```

Results
HOMO energy (spin up / spin down), eV: -14.2 / -14.2
LUMO level (spin up / spin down), hartree: -0.284 / -0.325
Energy, eV: -519988.355
Energy relative to the best compared isomer or geometry (same formula, charge and spin), eV: 3.223


C12H18O9 | ωB97M-V/def2-TZVPD

```
! RIJCOSX wB97M-V def2-TZVPD def2/J DEFGRID3
* xyz 0 1
C -0.210 -2.554 2.920
C -0.156 -2.938 1.400
C 1.070 -3.875 1.135
O 0.467 -4.834 0.217
C -0.828 -4.871 0.362
O -1.621 -5.764 -0.058
O -1.233 -3.766 0.985
H -1.153 -2.064 3.164
H 0.544 -1.778 3.049
H 0.088 -3.350 3.602
H -0.146 -2.008 0.830
H 1.548 -4.198 2.060
H 1.801 -3.336 0.533
C 0.997 1.471 -1.218
C 1.532 0.237 -0.407
C 0.498 -0.762 0.036
O 1.188 -1.998 0.019
C 2.007 -1.909 -0.974
O 2.467 -2.874 -1.501
O 2.141 -0.618 -1.423
H 0.305 1.128 -1.987
H 1.787 1.926 -1.817
H 0.467 2.082 -0.488
H 2.241 0.393 0.407
H -0.470 -0.739 -0.465
H 0.243 -0.654 1.091
C -0.350 3.486 0.598
C -0.970 4.002 -0.733
C -0.974 3.095 -2.010
O -2.271 3.442 -2.590
C -2.908 4.233 -1.715
O -4.030 4.700 -1.927
O -2.233 4.440 -0.658
H 0.654 3.851 0.814
H -0.257 2.400 0.586
H -0.838 3.703 1.548
H -0.295 4.811 -1.011
H -0.914 2.053 -1.695
H -0.187 3.437 -2.682
*
```

Results
HOMO energy, eV: -10.3
LUMO level, hartree: -0.009
Energy, eV: -31157.448
Energy relative to the best compared isomer or geometry (same formula, charge and spin), eV: 7.041


C10H17ClSSi | ωB97M-V/def2-TZVPD

```
! RIJCOSX wB97M-V def2-TZVPD def2/J DEFGRID3
* xyz 0 1
C 0.613 -1.987 0.253
C -0.371 -1.748 -0.621
C 3.294 0.808 -0.354
C 2.246 1.727 -1.084
C 2.805 -0.620 -0.078
C 0.955 1.836 -0.269
C 1.390 -0.745 0.615
C -0.500 -0.368 -0.816
C 0.301 0.456 0.229
C -3.380 -0.132 1.832
Si -3.766 -0.173 -0.078
S -5.438 -1.349 -0.804
Cl -4.241 1.826 -0.549
H 0.996 -2.889 0.696
H -0.983 -2.431 -1.137
H 4.210 0.627 -0.901
H 3.642 1.303 0.470
H 2.682 2.730 -1.297
H 2.091 1.251 -2.030
H 2.654 -0.980 -1.193
H 3.594 -1.043 0.459
H 1.360 2.184 0.670
H 0.269 2.531 -0.838
H 1.602 -0.628 1.685
H -1.154 0.077 -1.515
H -0.345 0.797 0.997
H -2.454 0.237 2.114
H -4.118 0.327 2.415
H -3.248 -1.210 1.988
H -4.707 -2.413 -0.861
*
```

Results
HOMO energy (spin up / spin down), eV: -7.2 / -7.5
LUMO level (spin up / spin down), hartree: -0.035 / -0.002
Energy, eV: -41879.175
Energy relative to the best compared isomer or geometry (same formula, charge and spin), eV: 0.376


> The lowest energy belongs to which entry?

C21H24B11Br6Cl2N3O2SV


> Which value of energy does entry 3 give?

-7795.243 eV